Molecular formula: C64H161N11O21
Method: DFT, the ωB97M-V functional and the def2-TZVPD basis

Largest force on an atom ... 3.2 eV Å⁻¹
SMILES string ... COC[C@H](C)N.COCCNCCOC.COCCNCCOC.COCCNCCOC.COCCNCCOC.COCCNCCOC.COCCNCCOC.COCCNCCOC.COCCNCCOC.COCCNCCOC.COCCNCCOC
Calculated total energy ... -4716.8022 a.u.
HOMO level ... -0.300 hartree
Relative energy (zero: lowest compared OMol25 entry of this formula, charge and spin) ... 0.000 eV
M ... 1421.048 g/mol
HOMO-LUMO gap ... 0.318 Eh

Structure (XYZ):
```
257
C64H161N11O21, DFT the ωB97M-V functional and the def2-TZVPD basis
O 3.740 0.675 -3.130
O -0.669 2.531 -0.792
O 2.858 -4.041 4.018
O -2.837 6.699 -1.004
O -3.307 -8.915 2.924
O -5.440 -2.065 -1.671
O 2.771 3.468 0.885
O -4.904 -1.570 6.857
O 1.130 -0.968 0.723
O 2.778 8.311 -3.733
O 0.015 -6.566 4.453
O 5.671 -3.341 -2.161
O 5.826 6.688 5.012
O 2.051 5.014 -3.695
O -8.025 -3.995 0.664
O -4.664 3.383 -2.153
O 3.381 1.798 4.420
O 1.513 -4.018 -4.674
O 0.429 -5.408 0.240
O -1.996 0.668 3.993
O -1.234 1.215 -5.103
N -0.139 7.111 -3.459
N 2.770 6.306 -1.446
N 2.991 -3.062 -6.950
N -1.338 -0.306 -0.656
N 2.958 -4.717 1.134
N -3.421 -1.742 4.266
N 5.059 4.232 3.227
N 5.361 -0.711 -1.056
N -2.731 -6.072 3.987
N -3.833 2.554 -4.834
N -5.133 -3.758 0.783
C -4.263 6.881 -1.096
C -5.267 3.062 -0.954
C -0.318 -1.141 -1.215
C 6.917 7.087 5.882
C -0.550 -0.025 -5.359
C 1.367 -6.661 4.820
C 2.831 -5.799 0.187
C -0.885 -5.603 -0.333
C -6.004 -1.363 7.740
C -0.751 7.014 -2.169
C 3.285 0.402 4.642
C -2.279 6.787 -2.266
C -9.260 -4.692 0.667
C -0.187 5.855 -4.203
C -4.205 -2.719 0.340
C -2.006 1.540 -6.210
C -3.916 -6.488 3.209
C -1.724 -5.623 3.053
C -3.739 -7.725 2.243
C 2.057 2.292 1.281
C -1.880 0.505 -1.696
C 5.258 -3.161 -0.825
C 5.867 -1.843 -0.346
C -1.944 -0.319 2.992
C 4.506 -1.894 -5.488
C 0.654 4.724 -3.603
C -0.392 -5.378 3.796
C 6.316 6.302 3.693
C 4.504 2.480 5.027
C 1.926 -1.659 1.688
C -2.783 2.836 -5.843
C -4.746 -1.563 -0.537
C 3.944 -0.319 -0.882
C -1.891 1.951 3.498
C 5.047 -4.414 -2.882
C 3.092 8.627 -2.395
C 0.520 -1.903 -0.166
C -1.028 1.790 -1.976
C -5.488 3.235 -3.328
C 2.714 4.883 -4.979
C -5.973 -3.203 1.816
C -2.028 -1.698 3.688
C 3.766 7.367 -1.697
C -5.013 -2.664 5.977
C 5.211 5.635 2.871
C 4.470 4.040 4.592
C 4.056 -3.942 3.243
C -7.285 -4.020 1.922
C -1.827 3.001 -0.075
C -5.971 -1.018 -2.462
C 2.402 9.389 -4.574
C 2.166 -2.740 -4.732
C 1.561 -5.595 -0.609
C -4.144 -9.414 3.988
C 3.427 -2.968 -5.597
C 3.526 0.854 -1.737
C -3.703 -2.842 5.172
C 4.084 -5.004 2.091
C 3.262 1.711 -4.009
C 2.649 -3.118 5.136
C 2.185 4.204 -0.218
C -4.717 3.682 -4.627
C 0.173 -3.930 -4.128
C 3.237 5.212 -0.596
H 0.310 4.583 -2.578
H -3.040 -7.521 1.431
H 0.188 -0.106 -4.561
H 3.879 -3.916 -5.304
H -4.205 -5.695 2.520
H 4.095 -2.920 2.867
H 2.187 -3.670 -7.017
H 5.116 4.526 5.324
H 5.450 -2.330 -5.815
H -4.666 -7.910 1.701
H -2.524 5.824 -2.714
H 6.710 7.128 3.100
H 1.903 3.564 -1.054
H -0.865 0.314 -0.014
H -5.368 1.989 -0.793
H 5.438 1.951 4.841
H 1.641 -4.789 -1.337
H 1.626 10.077 -4.238
H 1.664 -7.671 5.103
H 1.977 -6.365 3.967
H 4.447 2.417 6.113
H -5.142 -3.588 6.541
H -2.492 2.217 0.286
H 3.382 0.186 5.706
H 1.425 -2.505 2.158
H 4.208 7.697 -0.757
H -6.513 -1.456 -3.300
H 2.534 3.942 -5.498
H -1.358 3.476 0.787
H -6.425 3.782 -3.230
H -1.439 -6.356 2.298
H -1.222 -6.636 -0.417
H 4.184 -3.137 -0.641
H -1.673 2.357 -2.647
H 3.481 1.431 -5.039
H -2.167 3.670 -5.507
H -5.218 -0.401 -2.952
H -4.087 4.531 -4.364
H 2.503 1.134 -1.484
H -0.256 -4.931 -4.078
H -9.068 -5.764 0.616
H -5.917 -0.617 8.531
H -0.185 -2.536 0.373
H -0.851 2.179 3.261
H -3.222 3.240 -6.755
H -7.135 -5.063 2.200
H -4.614 3.522 -0.213
H 4.145 -0.134 4.240
H 5.597 -4.587 -3.807
H 1.548 -1.974 -5.202
H 5.225 -5.293 -2.262
H -0.145 1.560 -2.573
H 3.484 4.489 4.705
H -9.844 -4.396 1.539
H 2.675 1.607 1.863
H 2.388 -1.001 2.424
H -2.198 2.723 4.203
H 5.693 -3.928 -0.184
H 3.540 5.732 0.313
H -6.885 -1.065 7.172
H 5.598 5.703 1.854
H -0.672 7.976 -1.662
H -3.711 -3.792 4.637
H 4.155 4.747 -0.956
H 1.609 -3.188 5.456
H 0.226 -3.391 -3.182
H 5.523 -1.601 0.659
H 2.243 9.044 -1.854
H -0.955 -5.249 -1.361
H 2.537 5.888 -2.336
H 2.877 -6.827 0.548
H -4.085 -8.809 4.893
H -1.855 -2.534 3.010
H 4.397 -1.023 -6.134
H 2.370 -0.075 4.292
H -2.871 -2.852 5.877
H 2.916 -2.115 4.802
H 4.883 -4.044 3.945
H 3.875 -0.107 0.185
H 2.280 9.100 -5.618
H 3.234 10.092 -4.539
H 4.059 1.755 -1.435
H -6.206 3.590 -0.784
H 0.358 -5.092 3.059
H -0.491 -3.338 -4.758
H 4.289 6.189 3.049
H 6.448 7.330 6.835
H 0.838 7.285 -3.271
H 0.351 -0.654 -1.925
H -1.660 -5.041 0.188
H 3.736 -5.670 -0.408
H -7.835 -3.613 2.770
H -0.868 -1.849 -1.836
H -2.758 7.572 -2.851
H -2.644 -0.231 2.162
H -5.369 -3.255 2.723
H 1.215 -2.541 -0.712
H -1.322 -1.744 4.517
H -2.773 0.787 -6.392
H -9.789 -4.377 -0.232
H -5.838 2.205 -3.392
H 4.639 7.016 -2.247
H 1.353 -6.561 -1.069
H -0.227 6.322 -1.511
H 0.472 3.779 -4.116
H -3.340 2.334 -3.981
H 5.049 -5.024 1.585
H -4.761 6.143 -1.725
H -2.039 -0.118 -2.576
H 3.311 -1.193 -1.038
H 2.057 -4.680 1.589
H 3.778 5.012 -4.781
H 1.597 1.769 0.443
H 4.420 3.835 2.554
H -0.972 -0.308 2.499
H -2.551 2.197 2.666
H -6.203 -2.138 1.803
H -3.573 -0.850 4.715
H 3.993 -4.301 -3.135
H 2.682 -2.153 1.078
H 0.134 6.098 -5.216
H 7.617 6.258 5.977
H 2.193 1.846 -3.848
H -6.612 -0.386 -1.848
H 2.695 -2.228 -7.436
H -5.420 -0.920 0.029
H 2.376 5.659 -5.666
H -6.223 -2.312 8.231
H 1.278 4.731 0.079
H 3.262 -3.286 6.021
H 1.662 -6.065 5.683
H -5.822 -2.535 5.258
H -3.941 -0.870 -0.782
H -2.889 0.795 -1.403
H -0.052 0.133 -6.315
H 3.832 9.427 -2.369
H -5.376 3.767 -5.490
H -0.423 -4.510 4.454
H 6.955 -1.830 -0.290
H -1.986 -4.710 2.518
H -5.703 -4.131 0.037
H -1.203 -0.882 -5.526
H 1.218 2.668 1.867
H 7.622 7.860 5.575
H 3.985 -6.020 2.475
H -4.749 6.751 -0.129
H -3.466 -3.177 -0.317
H -1.212 5.575 -4.443
H 4.790 -1.581 -4.484
H -1.378 1.700 -7.086
H -3.738 -10.406 4.190
H -4.500 7.887 -1.441
H 2.507 -2.387 -3.759
H 5.545 -0.777 -2.047
H -2.358 -6.949 4.321
H -4.719 -6.574 3.942
H 3.855 2.610 -3.840
H -5.206 -9.532 3.776
H -3.705 -2.301 1.213
H 7.159 5.615 3.769
H -2.372 3.775 -0.615
```

Atom charges from the Mulliken analysis, given in e for atoms 1 to 99: O -0.341; O 0.075; O 0.000; O -0.390; O -0.377; O -0.440; O 0.019; O -0.305; O 0.649; O -0.198; O -0.470; O -0.441; O -0.319; O 0.108; O -0.251; O 0.285; O -0.079; O -0.477; O -0.180; O -0.487; O 0.166; N -0.247; N 0.407; N -0.799; N 1.745; N 1.056; N -0.160; N -0.385; N -0.265; N -0.237; N -0.396; N -0.103; C -0.637; C -0.755; C -1.221; C -0.829; C -0.739; C -0.231; C -0.899; C -0.639; C -0.767; C 0.224; C -1.024; C -0.391; C -0.792; C -1.467; C -0.028; C -0.945; C -0.085; C 0.161; C -0.749; C 0.155; C -2.472; C 1.053; C -1.203; C 0.025; C -1.318; C 1.483; C 0.479; C -0.901; C -0.948; C 1.248; C 0.054; C 0.707; C 0.400; C -0.405; C -0.705; C -0.706; C 1.003; C 0.852; C -0.902; C -1.156; C 0.031; C 0.021; C -0.732; C -1.118; C -0.326; C -0.299; C -0.365; C -0.981; C -0.372; C -0.598; C -0.962; C 0.482; C -0.263; C -0.712; C 0.461; C 0.287; C -0.138; C -1.262; C -0.774; C -0.331; C 0.357; C -0.289; C -0.145; C -0.816; H -0.604; H 0.094; H -0.261